[1]
Density functional theory data (wB97M-V/def2-TZVPD) for a 2-piece molecular cluster, C3H10N2O overall in a non-equilibrium geometry.

Calculated values
* max |F|: 0.024 hartree/bohr
* total charge: 0
* energy: -8297.8618 eV
* HOMO energy: -7.10 eV
* energy relative to the best compared isomer or geometry (same formula, charge and spin): 84.0 kcal per mole
* Kohn-Sham gap: 7.6 eV

The geometry in XYZ format:
```
16
Properties=species:S:1:pos:R:3:lowdin_charge:R:1
N 1.124 1.041 -0.586 -0.0047
C 0.515 1.983 0.493 -0.5158
O -0.588 1.413 0.897 -0.2853
H 0.610 1.234 -1.436 0.0837
H 2.071 1.307 -0.807 0.0792
H 1.349 2.082 1.228 0.0905
H 0.390 2.981 0.014 0.0889
C -1.620 -0.918 -0.158 -0.0630
C 0.384 -2.177 0.241 0.0558
N -0.187 -1.084 0.014 -0.0747
H -1.798 -0.473 -1.131 0.0932
H -1.916 -0.183 0.589 0.0747
H -2.151 -1.857 -0.015 0.0834
H -0.094 -3.153 0.282 0.0940
H 1.464 -2.169 0.367 0.0931
H 0.447 -0.026 0.009 0.1071
```

---

[2]
Density functional theory data (wB97M-V/def2-TZVPD) for C14H25N5O3Re as an isolated structure in a non-equilibrium geometry.

Calculated values
* max |F|: 0.020 hartree/bohr
* total charge: +4
* energy: -30603.7122 eV
* ⟨S²⟩: 0.756
* HOMO energy (spin up / spin down): -20.59 / -20.59 eV
* energy relative to the best compared isomer or geometry (same formula, charge and spin): 13.4 kcal per mole
* 2S+1: 2
* Kohn-Sham gap (spin up / spin down): 4.2 / 4.6 eV

The geometry in XYZ format:
```
48
Properties=species:S:1:pos:R:3:lowdin_charge:R:1
Re 0.524 -1.765 0.865 1.7915
O 2.260 -2.865 0.819 -0.2041
C 3.208 -3.225 1.965 -0.0710
C 3.879 -1.991 2.508 -0.1127
C 2.909 -0.849 2.889 -0.1038
C 1.691 -1.355 3.591 -0.2098
C 1.643 -1.576 4.954 0.0735
C 0.520 -2.142 5.545 0.1009
C -0.588 -2.505 4.760 0.0411
C -0.528 -2.263 3.421 -0.0772
N 0.588 -1.702 2.830 -0.1346
H 2.720 -2.941 -0.039 0.1607
H 3.899 -3.952 1.546 0.1595
H 2.555 -3.731 2.674 0.1359
H 4.618 -1.601 1.806 0.1460
H 4.440 -2.328 3.386 0.1572
H 2.634 -0.273 2.002 0.1079
H 3.424 -0.143 3.543 0.1537
H 2.497 -1.300 5.559 0.1613
H 0.497 -2.308 6.617 0.1613
H -1.472 -2.954 5.197 0.1545
H -1.366 -2.507 2.766 0.1313
N -1.269 -0.589 0.598 -0.0307
C -1.060 0.667 -0.238 -0.1847
C -2.346 1.104 -1.005 -0.0819
C -2.383 1.229 -2.557 -0.1274
C -2.617 2.663 -3.102 -0.1333
N -1.507 3.287 -3.815 0.0861
C -1.345 3.298 -5.153 -0.4081
N -0.394 4.055 -5.685 0.2321
N -2.094 2.539 -5.944 0.2384
C 0.200 0.462 -1.053 -0.3551
O 0.643 1.059 -1.938 0.2980
O 0.964 -0.691 -0.494 -0.1994
H -1.972 -1.164 0.120 0.1372
H -1.708 -0.298 1.476 0.1411
H -0.780 1.445 0.480 0.1811
H -2.673 2.041 -0.555 0.1310
H -3.116 0.385 -0.715 0.1258
H -3.243 0.636 -2.868 0.1239
H -1.522 0.778 -3.045 0.1090
H -2.897 3.340 -2.294 0.1364
H -3.486 2.660 -3.759 0.1295
H -0.923 3.924 -3.298 0.1594
H 0.142 4.703 -5.132 0.1428
H -0.266 4.107 -6.684 0.1497
H -2.879 2.016 -5.599 0.1241
H -2.022 2.621 -6.947 0.1519
```

---

[3]
Density functional theory data (wB97M-V/def2-TZVPD) for the molecule C6H12OSi in a non-equilibrium geometry.

Calculated values
* max |F|: 0.045 hartree/bohr
* total charge: 0
* energy: -16341.1725 eV
* HOMO energy: -8.68 eV
* structure (SMILES): O=C[SiH]1CCCCC1
* energy relative to the best compared isomer or geometry (same formula, charge and spin): 28.8 kcal per mole
* Kohn-Sham gap: 9.6 eV

The geometry in XYZ format:
```
20
Properties=species:S:1:pos:R:3:lowdin_charge:R:1
O 4.491 -0.028 0.029 -0.0454
C 3.430 0.121 -0.509 -0.3068
Si 1.598 0.120 0.540 0.7683
C 0.449 1.492 -0.098 -0.2995
C -0.995 1.175 0.295 -0.2813
C -1.483 -0.179 -0.219 -0.2356
C -0.783 -1.375 0.425 -0.2827
C 0.689 -1.471 0.026 -0.3000
H 3.370 0.255 -1.607 0.0583
H 1.867 0.196 1.974 -0.0133
H 0.510 1.572 -1.186 0.0775
H 0.719 2.471 0.301 0.0673
H -1.655 1.953 -0.099 0.1057
H -1.084 1.194 1.384 0.1064
H -2.553 -0.253 -0.014 0.1080
H -1.350 -0.226 -1.301 0.1124
H -0.866 -1.295 1.511 0.1059
H -1.303 -2.288 0.125 0.1056
H 1.132 -2.364 0.470 0.0701
H 0.747 -1.602 -1.059 0.0792
```

---

[4]
Density functional theory data (wB97M-V/def2-TZVPD) for a 3-piece molecular cluster, C5H13NO2 overall in a non-equilibrium geometry.

Calculated values
* max |F|: 0.094 hartree/bohr
* total charge: -1
* energy: -10977.0028 eV
* ⟨S²⟩: 0.750
* HOMO energy (spin up / spin down): 1.15 / -5.41 eV
* energy relative to the best compared isomer or geometry (same formula, charge and spin): 90.7 kcal per mole
* 2S+1: 2
* Kohn-Sham gap (spin up / spin down): 1.5 / 8.1 eV

The geometry in XYZ format:
```
21
Properties=species:S:1:pos:R:3:lowdin_charge:R:1
C 0.129 0.278 0.145 -0.2161
C -0.336 -0.704 0.832 -0.3429
N -1.746 -0.936 1.028 -0.0197
C 1.474 0.828 -0.101 -0.2510
C 1.485 0.990 -1.630 -0.2153
C 1.683 2.161 -2.290 -0.0140
H -0.448 0.864 -0.502 0.0824
H 0.144 -1.563 1.344 0.0583
H -1.952 -1.947 1.070 0.0454
H -2.350 -0.390 0.373 0.0734
H 2.349 0.113 0.031 0.1003
H 1.809 1.879 0.150 0.1100
H 1.307 0.079 -2.138 0.0789
H 1.926 2.132 -3.271 -0.0100
H 1.854 3.134 -1.823 0.0499
H -7.214 0.172 -1.789 -0.0188
H -6.397 0.214 -3.212 0.0438
O -6.852 -0.280 -2.503 -0.0884
H 4.132 -3.027 4.574 -0.0665
H 4.320 -1.589 4.683 -0.0611
O 4.683 -2.409 5.030 -0.3386
```

---

- Which value of energy relative to the best compared isomer or geometry (same formula, charge and spin) does entry 2 give?
  13.4 kcal per mole